127
Properties=species:S:1:pos:R:3:mulliken_charge:R:1 method="wB97M-V/def2-TZVPD" gap_ev="5.37 / 5.05" max_force_ha_per_bohr=0.031 molar_mass_g_mol=1179.6 charge=+2
Sn -0.33845 -0.00430 -0.65417 -0.184
Cl -5.78114 -3.74433 -3.30713 -0.134
C -4.83868 -2.45146 -2.69365 -0.131
C -3.46197 -2.56422 -2.68997 -0.644
C -2.65791 -1.55430 -2.16758 -0.051
N -1.29660 -1.61940 -2.01738 0.944
C -0.58744 -2.64963 -2.52573 -0.311
O -0.99665 -3.61855 -3.14370 -0.679
C 0.87962 -2.57560 -2.24718 0.125
C 1.72327 -3.38651 -2.99923 -0.364
C 3.07043 -3.41732 -2.69652 -1.133
C 3.51904 -2.65688 -1.62562 -1.102
C 2.60651 -1.87548 -0.94283 -0.950
N 1.31649 -1.81500 -1.24785 2.085
C -3.28907 -0.37249 -1.67933 -0.726
C -4.68379 -0.26187 -1.71285 -0.461
C -5.46078 -1.28854 -2.20163 -0.024
Cl -7.17089 -1.15803 -2.21748 -0.164
N -2.50605 0.63945 -1.25856 0.784
C -2.89683 1.46563 -0.25455 0.012
O -3.47049 1.09318 0.75075 -0.589
C -2.43770 2.85623 -0.49646 0.331
C -3.37512 3.87792 -0.56386 -0.690
C -2.94551 5.14474 -0.91194 -1.099
C -1.59189 5.33913 -1.13652 -1.140
C -0.73714 4.25736 -1.00636 -0.363
N -1.13808 3.02473 -0.71846 1.094
H -3.00681 -3.45171 -3.09636 0.832
H 1.29589 -3.98598 -3.78795 0.664
H 3.75142 -4.02084 -3.27533 0.527
H 4.55819 -2.66737 -1.33571 0.598
H 2.89976 -1.25750 -0.10927 0.450
H -5.14800 0.64427 -1.35795 0.746
H -4.41119 3.66402 -0.35554 0.634
H -3.64762 5.95867 -0.99836 0.459
H -1.21244 6.31170 -1.40708 0.565
H 0.32621 4.38517 -1.13853 0.441
C 2.55671 0.47240 -3.08933 -1.469
P 1.05366 1.37161 -2.53507 1.301
C 2.05082 2.73999 -1.82094 -0.764
N 2.56245 3.53010 -2.72301 0.413
C 3.48543 4.43771 -2.36369 0.064
C 4.09884 5.25295 -3.33247 -0.578
C 5.07902 6.12503 -2.94667 -0.625
C 5.45741 6.23693 -1.59510 -0.622
C 4.87947 5.45614 -0.63073 -0.541
C 3.89631 4.51981 -0.99980 0.034
N 3.38325 3.66423 -0.09743 0.065
C 2.48403 2.79362 -0.47320 -0.391
P 1.97530 1.53669 0.75819 1.494
C 3.67730 0.94348 1.16523 -2.102
C 1.51921 2.53201 2.30152 2.523
C 2.72854 3.13306 3.00750 -1.967
C 0.79514 1.53956 3.21479 -2.546
C 0.54892 3.64235 1.91961 -2.051
C 0.25807 1.89881 -4.16630 1.896
C 1.25422 2.40812 -5.20398 -1.870
C -0.42694 0.63660 -4.69096 -1.959
C -0.79268 2.96586 -3.89160 -1.728
H 3.16930 1.15564 -3.67498 0.753
H 2.30002 -0.40558 -3.67471 0.439
H 3.11547 0.16248 -2.20850 0.082
H 3.79342 5.16005 -4.36257 0.547
H 5.57878 6.73477 -3.68446 0.439
H 6.22808 6.94265 -1.32232 0.429
H 5.15881 5.52641 0.40842 0.523
H 4.32944 1.77757 1.41668 0.510
H 4.08325 0.42753 0.29568 0.462
H 3.62523 0.24020 1.99532 0.343
H 3.39796 2.37077 3.39701 0.323
H 2.38029 3.73058 3.84757 0.538
H 3.28014 3.78234 2.33242 0.276
H 1.45230 0.72258 3.49858 0.380
H -0.07793 1.12586 2.70453 0.195
H 0.46045 2.04599 4.11751 0.579
H 1.01225 4.35931 1.24737 0.342
H 0.22358 4.17797 2.80909 0.673
H -0.32912 3.22240 1.43787 0.198
H 1.90782 1.61676 -5.55955 0.380
H 1.85199 3.22502 -4.81316 0.252
H 0.68822 2.77790 -6.05661 0.557
H 0.28678 -0.16833 -4.86653 0.318
H -0.91076 0.86471 -5.63915 0.581
H -1.18853 0.28684 -3.99336 0.280
H -0.33344 3.86885 -3.49851 0.293
H -1.53439 2.59843 -3.18603 0.116
H -1.30348 3.22371 -4.81668 0.628
C -4.63637 -1.93325 1.56913 -0.479
Si -3.58340 -3.50144 1.65901 0.308
C -3.93694 -4.65205 3.13785 -1.000
C -3.28644 -4.48291 0.05950 -0.615
Sb -1.08778 -2.56937 2.36134 -0.245
Si -1.13523 -1.78718 5.00274 0.766
C -2.27021 -0.25691 4.98214 -1.003
C -1.87881 -3.25380 5.97132 -1.224
C 0.66921 -1.54432 5.57153 -0.950
Si 0.84202 -4.45293 2.06705 0.415
C 0.63855 -5.16956 0.32050 -0.474
C 0.44055 -5.71786 3.43117 -1.022
C 2.52331 -3.58954 2.30342 -0.480
H -5.64400 -2.16144 1.23623 0.443
H -4.22223 -1.20510 0.87643 -0.147
H -4.71496 -1.44589 2.53689 0.398
H -4.80267 -5.27427 2.93019 0.438
H -4.15263 -4.09332 4.04223 0.256
H -3.10459 -5.31921 3.34487 0.268
H -4.22558 -4.66264 -0.45671 0.390
H -2.84342 -5.45567 0.26089 0.496
H -2.63858 -3.94959 -0.63054 -0.047
H -3.26171 -0.52995 5.33357 0.402
H -2.37502 0.18049 3.99158 0.161
H -1.90070 0.51239 5.65200 0.404
H -2.96281 -3.22996 5.99730 0.372
H -1.54167 -3.21154 7.00291 0.409
H -1.57826 -4.21896 5.57683 0.307
H 1.28329 -1.01000 4.85530 0.183
H 1.14017 -2.50172 5.77522 0.394
H 0.69157 -0.97863 6.49791 0.435
H -0.38548 -5.45616 0.10516 0.241
H 1.25556 -6.05330 0.19080 0.485
H 0.93824 -4.45330 -0.43686 -0.211
H -0.47656 -6.25610 3.21188 0.316
H 0.33686 -5.25546 4.40736 0.227
H 1.23682 -6.45286 3.50251 0.410
H 2.61358 -2.72814 1.64878 -0.233
H 3.32818 -4.27542 2.05576 0.414
H 2.67913 -3.25849 3.32520 0.425

=====

127
Properties=species:S:1:pos:R:3:mulliken_charge:R:1 method="wB97M-V/def2-TZVPD" smiles="C[C@H](Cl)CN1c2c(CCCCOC=O)cc(P(C)O)c(CCF)c2Sc2c(S)c(O)c(C(F)(F)C(F)F)c(CCc3ccccc3)c21.CCN(CC)CC.CCN(CC)CC" gap_ev=8.01 max_force_ha_per_bohr=0.081 molar_mass_g_mol=938.6 charge=0
C 0.89110 5.07731 -3.00715 -1.289
C 0.86463 3.60421 -2.38321 0.123
Cl -0.85464 3.03638 -2.51825 -0.102
C 1.40796 3.74866 -0.90385 -1.012
N 0.84320 2.77686 0.09331 1.585
C 1.71721 1.61747 0.20156 -1.467
C 1.33522 0.30640 -0.38535 -0.384
C -0.04526 0.17167 -1.10775 0.841
C -0.80142 -1.18899 -0.80606 -1.082
C -0.91193 -2.10413 -2.09339 -0.348
C -1.99070 -3.23781 -1.83605 -0.786
O -3.07969 -3.04920 -2.76335 -0.365
C -4.11385 -2.30197 -2.20769 0.309
O -4.51684 -1.33534 -2.78800 -0.481
C 2.20733 -0.87541 -0.32956 -0.869
C 3.50026 -0.79820 0.36462 0.598
P 4.54280 -2.34676 0.44896 0.705
C 4.54990 -2.76652 2.30723 -1.069
O 3.73235 -3.67379 -0.24853 -0.522
C 3.93941 0.48011 0.96802 -0.864
C 5.32693 0.54230 1.70745 -1.335
C 5.08925 0.63803 3.28209 -0.057
F 6.08075 1.48242 3.86432 -0.342
C 3.06159 1.63663 0.85619 1.636
S 3.54157 3.25651 1.57584 -0.391
C 1.91455 3.83754 2.18360 1.220
C 1.77156 4.57819 3.43915 0.376
S 3.19586 5.00812 4.48881 -0.291
C 0.41882 4.98048 3.88588 0.179
O 0.37459 5.65079 5.11984 -0.610
C -0.80012 4.67459 3.09487 -0.033
C -2.14108 5.15413 3.70143 0.767
F -2.05584 6.46065 4.22725 -0.338
F -3.21761 5.16758 2.84657 -0.214
C -2.45395 4.23329 4.98753 0.039
F -3.83031 4.11688 5.08884 -0.293
F -1.80137 3.02352 4.83852 -0.252
C -0.60169 3.92342 1.85529 0.043
C -1.81820 3.50570 0.97877 0.357
C -2.41734 4.68266 0.10091 -0.044
C -3.93148 4.49122 -0.25012 0.729
C -4.88490 3.74792 0.59046 -0.246
C -6.30600 3.57977 0.22403 -0.684
C -6.87425 4.17315 -0.98844 -0.529
C -5.93414 4.96027 -1.82102 -0.510
C -4.51160 5.09982 -1.47226 -0.469
C 0.74241 3.50448 1.36610 -1.874
H -0.02804 5.58149 -2.58180 0.297
H 1.77961 5.65192 -2.64257 0.355
H 0.78005 5.04601 -4.11834 0.346
H 1.55166 2.95928 -2.99841 0.494
H 2.51958 3.54671 -0.96057 0.272
H 1.30046 4.80621 -0.53324 0.548
H 0.14201 0.33259 -2.20988 0.470
H -0.69250 0.99718 -0.69939 -1.116
H -0.29428 -1.68606 0.06280 0.510
H -1.86165 -0.91793 -0.51703 0.294
H 0.10163 -2.52553 -2.32460 0.342
H -1.28466 -1.46174 -2.93989 0.353
H -2.31218 -3.25692 -0.75646 0.394
H -1.47815 -4.22502 -2.02395 0.325
H -4.55067 -2.67725 -1.23927 0.291
H 1.90008 -1.83997 -0.81053 0.586
H 3.83833 -2.06230 2.83013 0.303
H 4.14379 -3.80076 2.50074 0.499
H 5.58182 -2.70397 2.73537 0.221
H 3.41414 -4.22835 0.49008 0.284
H 5.88862 1.48743 1.44822 0.447
H 5.97844 -0.34014 1.46016 0.255
H 4.07082 1.08973 3.44810 0.241
H 5.13024 -0.35609 3.79268 0.216
H 4.19896 5.45821 3.66718 0.189
H 0.51087 6.59130 4.90043 0.323
H -2.07511 4.78918 5.88979 0.315
H -2.58230 3.06065 1.68073 0.341
H -1.58589 2.67362 0.25326 -0.661
H -2.36908 5.63439 0.71383 0.362
H -1.81079 4.89657 -0.81952 0.007
H -4.57911 3.27397 1.54955 0.195
H -7.00985 2.98395 0.86405 0.323
H -7.95245 4.05513 -1.25148 0.364
H -6.38051 5.44170 -2.72957 0.305
H -3.90696 5.71674 -2.18474 0.299
C 11.39896 -3.50532 0.56106 -1.445
C 9.96801 -3.97555 0.33669 -0.299
N 9.32882 -3.36377 -0.81756 0.157
C 7.88685 -3.57469 -0.86050 -0.474
C 7.38352 -5.01047 -1.02085 -1.024
C 10.02177 -3.51422 -2.08975 -0.719
C 10.31647 -4.93383 -2.57988 -0.960
H 11.45017 -2.41587 0.62088 0.330
H 11.77910 -3.91066 1.50151 0.431
H 12.06956 -3.84208 -0.23252 0.302
H 9.39787 -3.71118 1.23304 0.409
H 9.96123 -5.07315 0.27351 0.258
H 7.45561 -2.95963 -1.65639 0.310
H 7.46055 -3.17084 0.06363 0.209
H 7.52692 -5.37824 -2.03700 0.238
H 6.30892 -5.04572 -0.82060 0.403
H 7.86671 -5.70032 -0.32637 0.278
H 10.97311 -2.97654 -2.02460 0.401
H 9.46654 -2.98093 -2.86759 0.348
H 10.72386 -5.57224 -1.79377 0.248
H 11.05741 -4.89642 -3.38306 0.377
H 9.42859 -5.41332 -2.99174 0.263
C -9.97232 -5.35316 -1.27364 -1.412
C -10.18855 -3.86825 -1.01458 -0.333
N -9.08410 -3.23344 -0.31212 0.143
C -9.40764 -1.90749 0.19848 -0.691
C -9.72508 -0.81037 -0.81963 -0.956
C -7.77211 -3.36248 -0.93019 -0.818
C -7.60177 -2.84842 -2.36148 -0.809
H -9.74438 -5.88502 -0.34716 0.329
H -10.87891 -5.79124 -1.69700 0.432
H -9.16278 -5.53081 -1.98505 0.282
H -11.09115 -3.77623 -0.40252 0.458
H -10.40561 -3.36959 -1.96975 0.269
H -8.59424 -1.56331 0.84550 0.333
H -10.27067 -2.00692 0.86632 0.403
H -8.82745 -0.45970 -1.32919 0.211
H -10.15447 0.05356 -0.30510 0.392
H -10.44938 -1.13539 -1.56831 0.281
H -7.49263 -4.42130 -0.91736 0.327
H -7.02398 -2.88119 -0.29110 0.335
H -8.41516 -3.16107 -3.01879 0.292
H -6.67487 -3.24384 -2.78392 0.311
H -7.52522 -1.76224 -2.39480 0.237

=====

124
Properties=species:S:1:pos:R:3:mulliken_charge:R:1 method="wB97M-V/def2-TZVPD" relative_energy_kcal_mol=123.0 gap_ev=3.96 max_force_ha_per_bohr=0.342 molar_mass_g_mol=774.9 charge=0
C -15.83404 25.17646 30.59899 -2.568
C -14.46323 25.00533 31.31209 1.974
C -13.38161 25.61235 30.47871 -0.022
C -12.03505 25.90049 31.12043 0.218
C -12.24981 26.72353 32.37956 0.438
C -13.33362 26.19176 33.36794 1.260
N -14.59965 25.68612 32.57344 1.307
O -15.64569 25.67610 33.29697 -0.343
C -13.71772 27.32577 34.33377 -1.097
C -12.78183 24.95105 34.34379 -2.252
C -14.28056 23.45415 31.50889 -1.670
H -15.99796 26.13123 30.53149 1.114
H -16.68607 24.50876 31.03400 -0.070
H -15.67826 24.70744 29.72171 0.595
H -13.59074 26.58770 29.88252 -0.558
H -13.24952 24.75844 29.64754 -0.295
H -11.18688 26.37668 30.52853 0.555
H -11.36594 25.03399 31.44749 -0.798
H -12.66368 27.72512 31.96373 0.046
H -11.22090 26.91157 32.86899 -0.810
H -14.51250 26.79285 34.96152 0.246
H -14.23809 28.38013 33.89017 0.076
H -12.85874 27.68420 34.93559 0.037
H -13.62326 24.42732 34.88191 0.466
H -12.23124 25.14099 35.32839 0.405
H -12.41936 24.11957 34.01550 1.148
H -13.21058 23.15190 31.67988 0.149
H -14.35188 23.04534 30.57294 0.461
H -14.97250 23.03490 32.17231 0.288
B -14.92192 30.11860 31.13014 0.443
H -15.29272 30.42655 32.33698 -0.335
H -13.86194 29.63044 30.86578 -0.282
H -15.79740 29.18310 30.74364 -0.356
H -14.85706 31.09681 30.24265 -0.211
N -20.11143 28.40216 31.66219 -0.015
C -21.18014 28.26903 31.04501 -0.472
C -21.15115 27.11298 30.03125 -0.766
C -19.78908 26.51125 30.22614 -0.147
C -19.14655 27.48861 31.16869 -1.015
H -19.86119 28.95823 32.54469 0.293
H -21.90888 28.84615 31.50180 0.440
H -21.89036 26.53310 29.47504 0.332
H -19.46215 25.76406 29.45305 0.379
H -18.13492 27.50459 31.31605 0.922
N -14.00107 28.42887 38.10186 0.106
C -13.37367 27.29743 38.79943 -0.897
C -14.06125 26.01999 38.59621 -0.565
C -15.36001 26.41575 37.79713 -0.685
C -15.12869 27.97579 37.40123 -0.298
H -13.63633 29.26045 38.17871 0.233
H -12.70691 27.46391 39.46550 0.681
H -14.03021 25.10701 39.07214 0.539
H -15.90633 25.67375 37.21844 0.415
H -15.71173 28.65545 36.84060 0.512
N -9.43578 29.17043 33.05765 -0.055
C -8.82903 27.93008 33.05341 -0.770
C -8.87231 27.36516 34.51732 -0.752
C -9.79314 28.31715 35.21948 -0.134
C -9.91962 29.53092 34.36945 -1.056
H -9.39364 29.56546 32.04059 0.339
H -8.59549 27.37395 32.21748 0.645
H -8.25139 26.51989 34.84261 0.523
H -10.10609 28.23404 36.22612 0.534
H -10.37609 30.41106 34.48618 0.811
N -9.34576 22.43023 34.40765 -0.187
C -8.54304 21.87077 33.37753 -0.684
C -8.51992 22.94604 32.25605 -0.818
C -9.23417 24.15348 32.87684 -0.280
C -9.67324 23.78925 34.29907 -1.795
H -9.48426 21.69542 35.23557 0.312
H -8.05827 20.93638 33.49137 0.485
H -7.72174 23.03950 31.30159 0.260
H -9.33857 24.89821 32.23327 1.249
H -10.19662 24.31308 34.78610 1.628
N -12.31199 21.91117 28.93502 0.111
C -11.28745 21.92628 29.81024 -0.661
C -10.47526 23.16353 29.39963 -0.362
C -11.03448 23.57804 28.15344 -0.785
C -12.29092 22.75061 27.83465 -0.377
H -13.13597 21.23484 29.21555 0.327
H -11.18544 21.24551 30.61092 0.473
H -9.72145 23.52511 30.03528 0.415
H -10.78207 24.39577 27.39953 0.332
H -13.13946 22.67217 27.15491 0.446
N -18.37585 23.69346 34.77228 0.022
C -18.64541 23.56927 33.49049 -0.848
C -17.68704 22.46884 32.93661 -0.190
C -16.77841 22.13394 34.11755 -0.305
C -17.28932 23.05423 35.21994 -0.892
H -19.13414 24.07707 35.36516 0.297
H -19.52111 23.92211 32.93140 0.459
H -17.59228 22.02351 31.92851 0.472
H -15.95324 21.44723 34.17277 0.525
H -17.00906 23.21164 36.21902 0.567
N -14.38699 29.13512 27.69127 0.053
C -15.01297 29.41251 26.50417 -0.394
C -14.12364 28.91267 25.44846 -0.451
C -12.99375 28.09507 26.02410 -0.808
C -13.25116 28.21038 27.52678 -0.068
H -14.83848 29.45765 28.52161 0.194
H -16.03563 29.87246 26.41932 0.342
H -14.43974 29.01880 24.41663 0.353
H -12.12582 27.70758 25.49720 0.372
H -12.79428 27.74548 28.43068 0.470
N -14.39299 19.53627 30.04637 0.008
C -15.21895 20.64833 30.32023 -0.153
C -15.76958 21.09372 28.93022 -0.073
C -15.20160 20.15759 27.91694 -0.682
C -14.38651 19.20133 28.68091 -0.213
H -13.94166 18.99727 30.54778 -0.102
H -15.57705 20.67541 31.40247 0.291
H -16.45264 22.03912 28.83443 0.303
H -15.26506 20.34649 26.80802 0.397
H -13.77705 18.32413 28.30584 0.301
N -14.73187 31.60262 36.91335 0.172
C -13.64192 31.57355 37.84719 -0.231
C -12.46309 30.86236 37.13403 -1.214
C -13.10818 30.33360 35.79318 1.020
C -14.42902 31.01309 35.67877 -0.977
H -15.48816 31.98767 37.20150 0.040
H -13.72207 32.00948 38.88785 0.309
H -11.65282 30.51311 37.57562 0.530
H -12.57738 29.84492 34.90844 0.058
H -15.20739 31.06360 34.81128 0.330